# 1
Below is a molecular structure, C25H37NO4PS4SbTc in a non-equilibrium geometry, with properties calculated with the ωB97M-V functional and the def2-TZVPD basis.

Structure (XYZ):
```
74
Properties=species:S:1:pos:R:3:forces:R:3
Sb -3.945 2.328 3.577 -0.59 0.38 0.25
Tc -0.510 1.431 1.157 -0.86 -0.19 -0.96
S 1.040 2.137 2.224 0.53 0.53 0.10
S -2.758 3.550 4.823 0.72 0.41 0.63
S -1.844 0.625 2.489 0.13 -0.42 0.15
S -5.612 1.823 2.386 -0.72 -0.44 -0.56
P 0.643 -0.631 0.504 0.21 -0.33 -0.31
O -6.358 6.093 -2.042 0.13 -0.13 -0.13
O -5.553 6.462 -4.018 0.04 -0.13 0.15
O -0.624 1.666 -2.590 0.02 0.10 0.21
O -1.206 1.985 -0.389 0.49 -0.20 0.60
N -5.562 5.917 -2.941 -0.14 0.26 -0.02
C 1.618 -0.068 -0.949 0.10 0.12 0.02
C 4.411 0.684 -1.872 0.03 0.03 -0.03
C 3.172 1.592 -2.001 0.05 -0.07 0.00
C -1.379 2.250 -1.921 -0.03 0.03 -0.37
C 0.866 -2.187 2.832 0.06 -0.03 -0.06
C 2.651 -0.443 2.509 0.03 0.07 -0.01
C 2.205 1.357 -0.843 -0.03 -0.01 -0.04
C -3.579 3.226 -1.300 -0.01 0.05 0.02
C -3.395 4.901 -3.539 0.01 -0.05 -0.04
C -2.475 3.172 -2.155 0.07 0.09 0.20
C 3.746 -1.270 3.211 0.03 -0.02 0.01
C 1.681 -1.384 1.794 -0.09 0.12 0.33
C -4.470 4.941 -2.675 -0.06 0.02 0.00
C -2.378 3.995 -3.279 -0.03 -0.03 -0.05
C -1.804 -2.229 0.738 0.03 0.01 0.06
C 0.078 -3.013 -0.751 -0.10 0.04 -0.05
C -2.902 -2.804 -0.168 0.02 -0.05 -0.05
C -0.645 -1.761 -0.142 -0.08 0.02 0.00
C 1.714 -2.503 4.082 0.05 0.02 -0.01
C -0.918 -4.174 -0.919 -0.01 0.02 -0.01
C 2.724 -1.104 -1.343 -0.03 0.07 0.00
C 3.197 -2.604 3.742 0.01 -0.04 -0.02
C -2.303 -3.670 -1.298 -0.03 0.00 0.01
C -4.594 4.120 -1.566 0.04 -0.02 -0.02
C 4.121 -0.573 -1.044 -0.01 0.04 -0.05
H -5.477 4.200 -0.949 0.00 0.00 0.00
H -1.458 -2.984 1.441 0.02 0.01 0.01
H -0.974 -4.755 0.003 0.01 -0.01 -0.01
H 2.571 -2.078 -0.884 0.00 -0.01 0.00
H 1.399 2.097 -0.882 0.03 0.00 0.02
H 2.622 -1.267 -2.419 0.01 -0.02 0.00
H 2.094 0.112 3.275 0.00 -0.04 -0.01
H 1.562 -1.737 4.846 0.01 0.02 -0.02
H -1.067 -1.172 -0.968 0.01 -0.02 -0.02
H 3.349 -3.400 3.007 -0.02 0.02 -0.03
H 4.224 -0.365 0.026 0.00 -0.02 0.00
H -3.367 5.560 -4.395 0.01 0.00 0.01
H 5.237 1.235 -1.423 -0.01 0.00 0.03
H 3.122 0.275 1.831 -0.03 0.00 0.01
H -2.247 -3.102 -2.230 0.03 0.02 0.01
H 3.469 2.639 -2.020 -0.01 0.01 0.00
H 4.748 0.392 -2.867 -0.01 0.00 -0.01
H -0.022 -1.619 3.130 -0.03 -0.04 -0.01
H -2.961 -4.513 -1.502 -0.01 0.01 -0.02
H 4.852 -1.349 -1.270 0.01 0.00 0.02
H 1.360 -3.438 4.511 -0.02 0.02 0.04
H 3.761 -2.906 4.623 0.00 -0.02 0.00
H 4.566 -1.442 2.512 -0.01 -0.04 0.00
H 0.519 -3.115 2.378 0.00 0.01 -0.02
H -3.583 -3.394 0.444 0.02 -0.01 0.02
H 4.159 -0.675 4.026 -0.02 0.02 0.00
H -3.658 2.548 -0.462 0.02 0.01 0.02
H 2.282 -2.065 1.178 0.00 -0.04 0.00
H -3.493 -1.990 -0.594 0.01 0.00 0.00
H 0.905 -3.342 -0.119 0.00 0.00 0.02
H -1.518 3.933 -3.932 -0.01 0.00 0.00
H 0.855 -0.035 -1.733 0.00 -0.06 0.00
H -0.526 -4.844 -1.683 0.00 -0.02 0.01
H 2.647 1.407 -2.942 -0.01 -0.03 0.01
H 0.493 -2.735 -1.719 0.03 0.00 0.00
H 2.739 1.505 0.100 0.01 -0.03 0.00
H -2.236 -1.419 1.338 0.00 -0.02 -0.01
```
Positions in Å, forces in eV/Å.

* E: -3584.4920 hartree
* net charge: +3
* relative energy (zero: lowest compared OMol25 entry of this formula, charge and spin): 35.0 kcal per mole
* LUMO level: -12.997 eV


# 2
Below is a molecular structure, C25H37O2Zr in a non-equilibrium geometry, with properties calculated with the ωB97M-V functional and the def2-TZVPD basis.

Structure (XYZ):
```
65
Properties=species:S:1:pos:R:3:forces:R:3
Zr 0.496 -1.327 0.908 1.53 -0.30 1.99
O -2.418 4.620 -3.123 -1.13 0.60 -0.62
O -0.742 0.294 0.082 -0.53 0.75 -0.37
C -2.266 5.688 -4.115 0.16 0.90 -0.80
C 1.303 -2.222 -1.111 -1.03 -0.92 -0.92
C -3.866 4.659 -3.381 -0.32 -0.32 0.29
C -1.385 5.270 -5.274 0.14 -0.02 0.16
C 1.525 -3.217 -0.094 -0.48 -0.13 -0.60
C -3.772 5.726 -4.471 0.64 -0.51 0.52
C -0.766 -3.033 -0.408 0.69 0.51 -0.38
C -1.530 1.665 -1.691 -0.05 -0.54 -0.20
C 2.237 -4.855 3.962 -0.55 -0.80 -0.02
C -0.119 -2.138 -1.327 0.69 -1.19 0.09
C 0.250 -3.687 0.365 0.31 0.37 -0.85
C 2.830 -0.933 1.221 -0.68 -1.25 0.17
C 2.512 -1.219 2.672 0.38 0.43 -0.69
C -1.801 7.008 -3.524 0.24 -0.07 0.10
C 3.763 -4.928 3.817 0.22 0.35 -0.33
C 1.609 -6.135 3.414 -0.11 -0.32 -0.15
C -2.624 1.563 -0.617 0.11 0.52 0.27
C -2.196 0.398 0.263 0.38 -0.17 -0.34
C 1.448 0.779 1.930 1.38 -0.07 0.19
C -0.269 1.229 -0.968 -0.18 0.00 0.36
C 1.768 -3.682 3.192 1.09 2.27 0.05
C 1.591 -0.074 3.015 -0.55 0.53 -0.53
C 2.226 0.260 0.808 -0.91 1.37 -0.63
C 1.762 -2.536 2.729 -0.35 -2.54 1.79
C 1.857 -4.701 5.438 -0.16 0.28 0.22
H 2.400 0.782 -0.132 0.11 0.02 0.52
H -4.242 3.694 -3.749 0.12 0.11 0.36
H 2.244 -5.538 6.032 -0.04 0.12 -0.24
H 4.178 -5.738 4.428 -0.21 0.14 -0.07
H 0.927 1.737 1.937 -0.05 -0.44 -0.03
H 1.876 -6.278 2.362 -0.05 -0.04 0.10
H -2.618 2.479 -0.012 -0.13 -0.13 -0.19
H -2.477 7.364 -2.739 0.15 -0.15 -0.03
H -1.784 7.767 -4.317 -0.02 -0.16 0.13
H 0.768 -4.676 5.552 0.16 0.02 0.03
H -0.355 5.143 -4.925 -0.09 -0.10 -0.15
H 2.490 -3.604 0.217 -0.30 0.27 0.00
H -3.624 1.426 -1.035 0.18 0.02 0.08
H -4.269 6.666 -4.242 -0.01 -0.07 -0.13
H 2.070 -1.728 -1.704 -0.25 -0.11 0.22
H -2.632 -0.557 -0.052 0.07 0.11 0.03
H 0.082 -4.445 1.128 0.07 0.33 -0.23
H 4.221 -3.982 4.129 0.00 -0.20 0.01
H -4.431 5.002 -2.501 0.22 -0.36 -0.10
H 3.591 -1.510 0.702 -0.23 0.31 0.05
H 3.416 -1.324 3.291 -0.34 0.03 0.29
H -1.395 6.056 -6.039 0.01 -0.17 0.12
H -1.441 2.665 -2.124 -0.09 -0.12 0.08
H 0.518 -6.097 3.497 0.12 -0.06 -0.01
H 1.180 0.040 4.018 -0.03 0.08 -0.42
H -1.727 0.950 -2.503 -0.05 0.22 0.12
H -0.784 6.916 -3.130 -0.13 0.05 0.08
H 0.450 0.690 -1.599 -0.29 0.14 0.28
H 2.270 -3.773 5.848 -0.07 -0.14 -0.02
H -1.838 -3.217 -0.338 0.33 0.14 0.00
H 0.235 2.060 -0.460 -0.09 -0.19 -0.07
H -2.371 0.552 1.333 -0.07 0.03 -0.19
H -1.750 4.341 -5.725 0.13 0.09 0.09
H 1.967 -7.005 3.980 -0.08 0.22 -0.13
H -3.999 5.371 -5.474 -0.07 0.11 0.03
H -0.606 -1.598 -2.136 0.10 0.15 0.44
H 4.037 -5.107 2.770 0.00 0.01 0.19
```
Positions in Å, forces in eV/Å.

* E: -1171.9610 hartree
* net charge: +1
* relative energy (zero: lowest compared OMol25 entry of this formula, charge and spin): 0.0 kcal per mole
* LUMO level (spin up / spin down): -3.157 / -3.158 eV


# 3
Below is a molecular structure, C25H38AsN4PdSi2, with properties calculated with the ωB97M-V functional and the def2-TZVPD basis.

Structure (XYZ):
```
71
Properties=species:S:1:pos:R:3:forces:R:3
Pd -2.034 0.100 0.088 -0.21 0.03 0.02
As 4.574 -1.554 -0.584 0.07 0.00 -0.01
Si 6.796 -2.615 -1.153 -0.05 0.04 0.02
Si 3.818 0.540 0.370 -0.17 0.07 0.01
N -1.981 0.282 2.217 0.03 0.01 -0.03
N -2.049 0.628 -1.991 0.01 0.00 0.02
N -2.932 2.059 0.250 0.00 0.02 0.00
N -3.903 -0.975 0.067 0.01 -0.01 0.00
C -4.955 -3.066 -0.380 0.00 0.00 0.00
C -5.100 0.964 1.002 0.00 0.00 0.00
C 4.187 0.419 2.183 0.04 -0.02 0.00
C -4.408 1.986 0.106 0.00 0.00 0.00
C -5.058 -0.461 0.510 0.00 0.01 0.00
C -1.942 -0.456 4.483 0.00 0.01 0.00
C -1.998 -0.166 -3.067 0.00 -0.01 0.00
C -2.536 1.646 -4.512 0.00 0.00 0.00
C -2.298 0.815 4.908 0.00 0.00 0.00
C 1.966 0.675 0.043 0.25 -0.11 0.01
C 4.800 1.827 -0.531 0.03 -0.01 -0.01
C -6.160 -2.551 0.077 0.00 0.00 0.00
C 7.281 -1.680 -2.671 0.02 -0.01 -0.01
C -2.348 1.932 -2.149 0.00 0.00 0.00
C -2.503 1.811 3.964 0.00 0.00 0.00
C 6.372 -4.392 -1.393 0.01 -0.01 0.00
C -2.337 1.514 2.624 0.00 0.00 0.01
C -2.498 2.587 1.566 0.00 0.00 0.00
C -2.340 2.784 -0.900 0.01 -0.01 0.00
C 7.752 -2.206 0.376 0.02 -0.01 -0.01
C -2.228 0.306 -4.345 0.00 0.01 0.00
C -1.799 -0.683 3.129 0.00 -0.01 -0.01
C -2.601 2.470 -3.396 0.00 0.00 0.00
C -3.851 -2.242 -0.370 0.00 0.00 0.00
C -6.208 -1.240 0.519 0.00 0.00 0.00
H 8.765 -2.602 0.240 0.00 0.00 0.01
H -4.870 -4.081 -0.739 0.00 0.00 0.00
H 3.639 -0.392 2.664 0.00 0.00 0.00
H -1.785 -1.262 5.184 0.00 0.00 0.00
H 4.533 2.814 -0.142 0.00 0.00 0.00
H 7.374 -0.609 -2.493 0.00 0.00 0.00
H -2.174 -0.370 -5.186 0.00 0.00 0.00
H 5.871 1.696 -0.371 0.00 0.01 -0.01
H 7.336 -2.676 1.267 0.00 0.00 0.00
H 3.904 1.358 2.667 -0.01 0.00 0.00
H -2.888 -2.598 -0.720 0.00 0.00 0.00
H 1.425 -0.106 0.582 -0.02 0.00 -0.02
H -6.147 1.258 1.069 0.00 0.00 0.00
H 1.740 0.613 -1.022 -0.02 0.00 0.00
H -3.195 3.353 1.914 0.00 0.00 0.00
H -1.535 -1.662 2.750 0.00 0.00 0.00
H -2.795 2.809 4.266 0.00 0.00 0.00
H 7.300 -4.929 -1.616 0.00 0.00 0.00
H -2.868 3.726 -1.074 0.00 0.00 0.00
H -2.732 2.048 -5.498 0.00 0.00 0.00
H 5.697 -4.545 -2.235 0.00 0.00 0.00
H -1.532 3.076 1.428 0.00 0.00 0.00
H -2.847 3.519 -3.494 0.00 0.00 0.00
H 5.251 0.268 2.368 0.00 0.00 0.00
H -7.136 -0.812 0.872 0.00 0.00 0.00
H -4.621 1.761 -0.940 0.00 0.00 0.00
H -4.808 2.982 0.316 0.00 0.00 0.00
H 4.607 1.824 -1.604 0.00 0.00 0.00
H -4.720 1.013 2.025 0.00 0.00 0.00
H 5.942 -4.841 -0.498 0.00 0.00 0.00
H -1.767 -1.208 -2.891 0.00 0.00 0.00
H 7.847 -1.132 0.540 0.00 0.00 0.00
H -1.306 3.029 -0.648 0.00 0.00 0.00
H -2.426 1.028 5.961 0.00 0.00 0.00
H 1.637 1.650 0.414 0.00 0.01 0.01
H 6.594 -1.850 -3.499 0.00 0.00 0.00
H -7.053 -3.162 0.083 0.00 0.00 0.00
H 8.266 -2.047 -2.980 0.00 0.00 0.00
```
Positions in Å, forces in eV/Å.

* E: -4136.2275 hartree
* net charge: +3
* relative energy (zero: lowest compared OMol25 entry of this formula, charge and spin): 29.8 kcal per mole
* 2S+1: 5
* LUMO level (spin up / spin down): -7.345 / -9.596 eV